--- A ---
# C7H12O3

An isolated molecule of C7H12O3 (ωB97M-V/def2-TZVPD, the OMol25 dataset).

Geometry (Å):
C  1.0679  0.3300  -1.5937
C  0.2739  1.2138  -0.9617
C  1.4513  -1.0105  -1.0056
C  0.7239  -1.5541  0.2561
C  -0.6538  -1.0051  0.5043
C  -0.2885  1.1090  0.4687
C  -1.6769  1.6969  0.5000
O  1.5009  -1.4062  1.4965
O  -1.5963  -1.5081  -0.3366
O  0.4941  1.2825  1.5956
H  1.2596  0.3980  -2.6818
H  -0.2137  2.0931  -1.3891
H  1.1662  -1.6302  -1.8275
H  2.5517  -1.1067  -0.8097
H  0.6241  -2.5945  0.1568
H  -1.0014  -1.0265  1.5628
H  -2.1967  1.6164  1.4549
H  -2.2121  1.0704  -0.2071
H  -1.5318  2.6938  0.0612
H  1.7967  -0.4010  1.5592
H  -1.6606  -1.1222  -1.1435
H  0.1214  0.8612  2.3401

The value obtained for the orbital gap is 0.314 Eh. The calculation puts the HOMO energy at -7.85 eV.

***

--- B ---
# C7H12O3

An isolated molecule of C7H12O3 (ωB97M-V/def2-TZVPD, the OMol25 dataset).

Geometry (Å):
C  2.0407  1.6866  0.6102
C  0.8459  1.0364  -0.0257
C  0.5733  1.3670  -1.4647
C  0.0873  0.2180  0.7179
C  -1.0996  -0.6235  0.3070
C  -1.9073  -1.1080  1.5014
O  -1.9635  -0.0594  -0.6421
C  -0.1789  -1.7847  -0.2580
O  0.3399  -2.6615  0.3746
O  -0.1613  -1.7623  -1.6057
H  1.7622  2.2290  1.5112
H  2.7708  0.9259  0.8975
H  2.5354  2.3828  -0.0633
H  1.3185  2.0595  -1.8568
H  0.6039  0.4689  -2.0855
H  -0.4073  1.8344  -1.5795
H  0.3707  0.0577  1.7489
H  -2.7063  -1.7567  1.1432
H  -2.3429  -0.2516  2.0130
H  -1.2709  -1.6641  2.1856
H  -1.5467  -0.0663  -1.4984
H  0.3361  -2.5281  -1.9308

The value obtained for the orbital gap is 0.353 Eh. As for the SMILES: CC(C)=C[C@@](C)(O)C(=O)O. The calculation puts the HOMO energy at -8.99 eV.

***

Name the least stable of them. A.

***

--- A ---
# C7H12O3

A structure of composition C7H12O3 (ωB97M-V/def2-TZVPD, the OMol25 dataset).

Geometry (Å):
C  1.7614  -0.5878  0.0523
C  -0.9967  -0.1989  -0.8314
C  -1.6880  -1.4498  -0.2861
C  -0.8809  0.9129  0.7773
C  0.8860  0.5625  -0.4681
C  -1.8391  1.2583  1.6071
C  1.2600  1.3407  -1.5279
O  0.3737  1.3205  0.6581
O  2.9874  -0.1008  0.5259
O  1.0793  -1.2818  1.0653
H  2.8011  0.6213  1.1426
H  1.7274  -1.8241  1.5307
H  2.0043  -1.2447  -0.7915
H  -0.4564  -0.5312  -1.7249
H  -1.6878  0.4915  -1.3188
H  -2.8275  0.8324  1.5272
H  -1.6236  1.8783  2.4703
H  1.5320  0.8896  -2.4702
H  1.1683  2.4122  -1.4723
H  -2.0922  -2.0335  -1.1175
H  -2.5083  -1.2051  0.3858
H  -0.9805  -2.0625  0.2664

The value obtained for the orbital gap is 0.318 Eh. The calculation puts the HOMO energy at -8.34 eV.

***

--- B ---
# C7H12O3

An isolated molecule of C7H12O3 (ωB97M-V/def2-TZVPD, the OMol25 dataset).

Geometry (Å):
C  -2.4683  1.0851  0.3873
O  -1.5197  0.9792  -0.6541
C  -0.6141  -0.0286  -0.4884
C  -0.8010  -1.3839  0.2451
C  0.6935  -1.3418  -0.1883
C  0.2164  -0.8347  -1.5673
C  0.7289  0.1602  0.2400
C  1.7696  1.1518  -0.2624
O  3.0643  0.6356  -0.0394
H  -3.2921  0.3691  0.2421
H  -1.9998  0.8980  1.3662
H  -2.8654  2.1056  0.3663
H  -1.0427  -1.3515  1.3144
H  -1.4139  -2.1319  -0.2734
H  1.4650  -2.0908  0.0124
H  -0.3764  -1.5558  -2.1436
H  0.9316  -0.3299  -2.2232
H  1.6737  1.3834  -1.3273
H  1.6247  2.0889  0.3051
H  3.0189  0.1687  0.8386
O  0.7298  0.4037  1.6787
H  0.4770  -0.3803  2.1712

The value obtained for the orbital gap is 0.366 Eh. The calculation puts the HOMO energy at -9.30 eV.

***

Name the least stable of them. A.

***

--- A ---
# C5H9N3

An isolated molecule of C5H9N3 (ωB97M-V/def2-TZVPD, the OMol25 dataset).

Geometry (Å):
C  -3.3531  0.5017  -0.1509
C  -2.9370  -0.1685  0.9206
C  0.7720  0.0653  -0.6499
C  -1.6621  -0.7479  0.9109
C  2.7929  -1.0942  0.3894
N  -0.5646  -0.7903  1.2476
N  0.6032  -1.0523  1.4031
N  1.4733  -0.3491  0.4883
H  -4.2591  1.0718  -0.1322
H  -2.8132  0.5497  -1.1102
H  -3.3876  -0.3425  1.9497
H  1.3948  0.3110  -1.4205
H  0.0050  0.8623  -0.5402
H  0.1569  -0.7720  -1.1501
H  2.9095  -1.6302  1.3309
H  2.8684  -1.7112  -0.4758
H  3.6684  -0.5515  0.2364

The value obtained for the orbital gap is 0.284 Eh. The calculation puts the HOMO energy at -6.91 eV.

***

--- B ---
# C5H9N3

An isolated molecule of C5H9N3 (ωB97M-V/def2-TZVPD, the OMol25 dataset).

Geometry (Å):
H  -2.3033  1.1943  -1.5087
N  -2.4118  0.1881  -1.4125
C  -1.5409  -0.3915  -0.7131
N  -0.4299  0.1319  -0.1061
C  -0.1595  1.5512  -0.2166
C  0.3475  -0.6513  0.7718
C  -0.1982  -1.4874  1.6603
N  1.7293  -0.5618  0.7181
C  2.3581  -0.2690  -0.3311
H  -1.6351  -1.4655  -0.5893
H  -0.0467  1.8448  -1.2640
H  0.7577  1.7885  0.3178
H  -0.9768  2.1301  0.2257
H  -1.2621  -1.5984  1.7580
H  0.4331  -2.1034  2.2722
H  1.9030  -0.0807  -1.3079
H  3.4356  -0.2198  -0.2746

The value obtained for the orbital gap is 0.335 Eh. As for the SMILES: [H]/N=C\N(C)C(=C)N=C. The calculation puts the HOMO energy at -8.70 eV.

***

--- C ---
# C5H9N3

A structure of composition C5H9N3 (ωB97M-V/def2-TZVPD, the OMol25 dataset).

Geometry (Å):
C  0.4950  0.2906  1.4933
C  1.8726  1.4671  0.0488
N  1.1508  0.4148  0.2460
N  -0.3248  1.1633  1.9286
H  -0.4916  1.8760  1.2078
H  0.7003  -0.6255  2.0495
H  2.7908  1.7839  0.5416
H  1.6066  2.3144  -0.5829
C  0.1896  -0.5164  -1.1229
C  -1.3899  -0.7742  -0.1736
C  -1.8967  -1.9785  0.0407
N  0.0981  0.1048  -2.2322
H  0.7740  0.8408  -2.4332
H  0.6543  -1.5030  -1.0552
H  -1.9838  0.1356  -0.2327
H  -1.2843  -2.8752  0.0539
H  -2.9609  -2.1185  0.2227

The value obtained for the orbital gap (spin up / spin down) is 0.219 / 0.219 Eh. The calculation puts the HOMO energy (spin up / spin down) at -7.48 / -7.48 eV.

***

--- D ---
# C5H9N3

A structure of composition C5H9N3 (ωB97M-V/def2-TZVPD, the OMol25 dataset).

Geometry (Å):
C  0.5160  0.6522  0.0193
C  0.7883  -0.7654  0.0315
N  -1.5653  1.7583  -0.0595
N  1.3130  1.7360  0.2456
C  -0.7390  -1.1623  -0.5172
C  1.9310  -1.4372  0.1804
C  -1.7283  -1.6183  0.3035
N  -0.7457  0.7079  -0.4166
H  -1.1789  2.3326  0.6834
H  -1.7891  2.3357  -0.8619
H  2.3044  1.5536  0.2433
H  1.0146  2.6026  -0.1813
H  -0.6612  -1.6288  -1.4965
H  2.0050  -2.4725  -0.1369
H  2.7833  -1.0019  0.6936
H  -2.2916  -2.5062  0.0494
H  -1.9566  -1.0861  1.2198

The value obtained for the orbital gap (spin up / spin down) is 0.249 / 0.248 Eh. The calculation puts the HOMO energy (spin up / spin down) at -6.45 / -6.44 eV.

***

Name the least stable of them. C.